27
Properties=species:S:1:pos:R:3:lowdin_charge:R:1 method="wB97M-V/def2-TZVPD" charge=+1 homo_energy_ev=-12.994 total_energy_ev=-21382.8246 smiles="CC(C)(C)[N+]1=CC2=P(=CC=C2)C1" relative_energy_ev=0.455 homo_lumo_gap_ev=7.82
C 1.45 -0.86 1.50 0.01
C 1.27 -0.06 0.12 -0.54
C 1.95 -0.67 -1.08 -0.02
C 1.93 1.30 0.38 -0.05
N -0.20 0.05 -0.02 -0.11
C -0.97 1.21 0.09 0.11
C -2.37 0.82 0.29 -0.36
P -2.56 -0.93 0.63 1.09
C -4.08 -0.95 -0.29 -0.23
C -4.53 0.36 -0.26 -0.15
C -3.56 1.41 -0.06 -0.04
C -0.94 -1.19 -0.40 -0.20
H 1.74 -1.89 1.37 0.08
H 2.15 -0.44 2.25 0.10
H 0.36 -0.76 1.83 0.10
H 1.63 -0.14 -1.94 0.08
H 1.66 -1.67 -1.19 0.07
H 3.05 -0.54 -1.08 0.12
H 1.92 1.88 -0.60 0.12
H 1.51 1.95 1.16 0.10
H 2.90 1.17 0.62 0.05
H -0.50 2.18 0.04 0.14
H -4.72 -1.89 -0.28 0.10
H -5.49 0.64 -0.67 0.11
H -3.88 2.42 -0.05 0.11
H -1.19 -1.36 -1.46 0.12
H -0.16 -1.89 -0.05 0.08

52
Properties=species:S:1:pos:R:3:lowdin_charge:R:1 method="wB97M-V/def2-TZVPD" homo_energy_ev=-8.057 total_energy_ev=-29381.6862 smiles="CCOC(=O)C(C(=O)OCC)(C1C=CC=CC=C1)C1CCCCC1" relative_energy_ev=2.042 homo_lumo_gap_ev=7.98
C 3.04 -3.27 -1.18 -0.07
C 1.58 -3.13 -0.83 -0.19
O 1.32 -1.70 -0.68 0.00
C 0.12 -1.44 -0.16 -0.43
O -0.67 -2.33 0.03 0.11
C -0.23 0.07 0.01 -0.28
C 0.61 0.96 -0.80 -0.42
O 0.09 1.81 -1.54 0.10
O 1.90 0.86 -0.56 0.01
C 2.65 1.94 -1.15 -0.19
C 4.07 1.46 -1.26 -0.06
C -0.10 0.36 1.36 -0.24
C -0.51 1.81 1.78 0.04
C -0.19 2.57 2.88 -0.09
C 0.87 2.54 3.87 -0.10
C 1.87 1.60 3.90 -0.10
C 1.99 0.50 2.97 -0.08
C 1.34 0.12 1.83 0.02
C -1.73 0.19 -0.56 -0.20
C -1.95 -0.47 -1.97 -0.13
C -3.39 -0.38 -2.52 -0.18
C -4.47 -0.75 -1.50 -0.21
C -4.23 -0.10 -0.14 -0.19
C -2.81 -0.35 0.37 -0.17
H 3.29 -4.33 -1.18 0.08
H 3.27 -2.85 -2.16 0.08
H 3.67 -2.77 -0.42 0.08
H 0.93 -3.54 -1.61 0.13
H 1.35 -3.61 0.13 0.13
H 2.24 2.20 -2.13 0.13
H 2.56 2.79 -0.46 0.14
H 4.73 2.32 -1.40 0.08
H 4.38 0.92 -0.36 0.08
H 4.18 0.81 -2.13 0.08
H -0.88 -0.35 1.69 0.15
H -1.51 2.02 1.37 0.11
H -0.94 3.30 3.18 0.10
H 0.87 3.36 4.64 0.11
H 2.66 1.68 4.68 0.11
H 2.73 -0.21 3.33 0.09
H 1.70 -0.84 1.42 0.11
H -1.86 1.27 -0.74 0.14
H -1.24 -0.03 -2.70 0.12
H -1.68 -1.54 -1.92 0.11
H -3.57 0.66 -2.86 0.11
H -3.48 -1.02 -3.41 0.11
H -5.45 -0.42 -1.88 0.10
H -4.54 -1.85 -1.40 0.11
H -4.36 0.98 -0.24 0.12
H -4.92 -0.48 0.62 0.11
H -2.60 -1.43 0.45 0.12
H -2.70 0.09 1.36 0.11

48
Properties=species:S:1:pos:R:3:lowdin_charge:R:1 method="wB97M-V/def2-TZVPD" homo_energy_ev=-8.001 total_energy_ev=-29574.9477 smiles="CCCCNC(=O)[C@@H](C#N)c1nc2ccccc2nc1N1CCCC1" relative_energy_ev=0.873 homo_lumo_gap_ev=7.78
C 2.90 -0.44 -5.30 -0.12
C 2.41 -0.58 -3.87 -0.28
C 1.54 -1.82 -3.69 -0.20
C 1.11 -2.04 -2.24 -0.17
N 0.20 -1.00 -1.79 0.08
C -1.01 -1.25 -1.28 -0.46
O -1.49 -2.35 -1.13 0.08
C -1.71 0.07 -0.87 -0.15
C -3.12 -0.04 -0.61 -0.19
N -4.25 -0.06 -0.46 0.20
C -0.89 0.71 0.24 -0.13
N 0.07 1.44 -0.24 0.16
C 0.84 2.19 0.58 -0.21
C 1.90 2.96 0.08 -0.02
C 2.59 3.79 0.92 -0.09
C 2.23 3.88 2.28 -0.08
C 1.21 3.13 2.79 -0.02
C 0.50 2.25 1.96 -0.21
N -0.44 1.44 2.46 0.18
C -1.09 0.60 1.66 -0.20
N -1.90 -0.27 2.30 -0.04
C -2.51 -1.50 1.84 -0.15
C -2.45 -2.41 3.06 -0.16
C -2.73 -1.42 4.20 -0.16
C -1.95 -0.19 3.76 -0.16
H 3.51 0.45 -5.41 0.07
H 2.06 -0.37 -5.99 0.07
H 3.50 -1.31 -5.58 0.07
H 3.27 -0.63 -3.19 0.11
H 1.83 0.31 -3.60 0.10
H 0.66 -1.75 -4.32 0.12
H 2.11 -2.70 -4.01 0.11
H 1.99 -2.06 -1.58 0.13
H 0.57 -2.99 -2.14 0.12
H 0.55 -0.05 -1.75 0.11
H -1.61 0.74 -1.74 0.16
H 2.15 2.88 -0.97 0.11
H 3.40 4.39 0.55 0.10
H 2.79 4.55 2.92 0.10
H 0.94 3.18 3.84 0.11
H -1.99 -1.92 0.98 0.10
H -3.55 -1.32 1.57 0.11
H -3.17 -3.22 3.01 0.11
H -1.45 -2.83 3.17 0.12
H -2.40 -1.79 5.17 0.11
H -3.79 -1.20 4.24 0.11
H -2.41 0.75 4.07 0.12
H -0.92 -0.19 4.15 0.12